{
  "formula": "C21H22N3PdSeSi",
  "method": "ωB97M-V/def2-TZVPD",
  "charge": 1,
  "homo_energy_ev": [-10.677, -11.255],
  "homo_lumo_gap_ev": [5.9, 5.9],
  "largest_force_ev_per_a": 2.7,
  "de_lowest_kcal_mol": 12.09,
  "spin_multiplicity": 5,
  "species": ["Pd", "C", "C", "C", "C", "N", "C", "C", "C", "C", "C", "C", "C", "H", "H", "H", "H", "H", "H", "H", "H", "Se", "C", "N", "C", "Si", "C", "C", "N", "C", "C", "C", "C", "C", "C", "H", "H", "H", "H", "H", "H", "H", "H", "H", "H", "H", "H", "H", "H"],
  "coordinates": [[-0.488, 0.418, 0.647], [3.424, 1.294, -0.906], [3.691, 2.604, -0.482], [2.674, 3.412, -0.018], [1.351, 2.859, 0.042], [1.217, 1.499, 0.073], [2.241, 0.711, -0.429], [-1.093, 3.624, 0.250], [-2.227, 4.188, -0.346], [-3.516, 3.688, -0.185], [-4.026, 2.588, 0.492], [-3.284, 1.635, 1.090], [-1.848, 1.799, 1.208], [4.153, 0.760, -1.560], [4.697, 3.051, -0.368], [2.790, 4.476, 0.103], [2.058, -0.352, -0.398], [-2.100, 4.940, -1.152], [-4.229, 4.272, -0.786], [-5.117, 2.544, 0.593], [-3.719, 0.667, 1.384], [0.453, 5.176, -1.371], [0.250, 3.783, -0.201], [-1.303, 2.932, 1.440], [0.586, -3.051, -2.099], [-0.583, -1.790, -1.255], [-0.695, -0.303, -2.421], [-2.416, -2.361, -1.007], [0.180, -1.435, 0.265], [0.668, -2.205, 1.279], [1.813, -1.826, 2.039], [2.324, -2.771, 2.928], [1.868, -4.111, 2.953], [0.765, -4.454, 2.245], [0.120, -3.469, 1.481], [1.605, -2.742, -2.041], [0.245, -3.233, -3.127], [0.479, -4.040, -1.566], [-0.675, -0.661, -3.452], [0.180, 0.259, -2.333], [-1.620, 0.374, -2.303], [-2.948, -1.565, -0.462], [-2.454, -3.359, -0.472], [-2.919, -2.529, -1.968], [2.298, -0.818, 1.985], [3.227, -2.471, 3.491], [2.406, -4.913, 3.483], [0.259, -5.411, 2.309], [-0.762, -3.684, 0.928]],
  "atomic_forces_ev_per_a": [[-0.252, 0.066, 0.829], [0.227, -0.464, 0.272], [0.588, 0.613, 0.804], [-1.616, -1.267, -0.515], [2.260, -0.498, -0.103], [1.227, 0.558, -1.251], [-0.038, 2.110, 0.135], [1.270, 0.760, 0.127], [-1.025, -0.346, -1.080], [0.383, 2.456, -1.171], [-1.136, 0.042, 1.091], [0.611, -1.164, 0.230], [-1.471, -1.220, 0.610], [-0.631, 0.170, 1.055], [-0.478, -0.595, -0.974], [0.186, 0.043, 0.250], [0.025, 0.104, -0.311], [-0.011, -0.619, 0.917], [0.057, -0.412, 0.452], [0.359, -0.369, -0.569], [0.250, 0.630, -0.064], [0.873, -0.099, 0.036], [-1.944, 0.680, -0.488], [0.426, 0.107, 0.125], [-1.962, -1.021, 0.890], [-1.249, -1.155, -1.792], [-2.110, -0.114, 0.324], [1.014, -0.966, 0.394], [0.438, -0.095, 1.090], [0.365, 0.779, -1.041], [0.142, 0.070, 1.164], [1.129, 0.477, -0.510], [1.444, 0.152, 0.836], [-2.475, 0.715, -0.959], [0.816, -1.376, 0.273], [0.762, 0.211, -0.175], [0.334, 0.193, 0.173], [0.263, 0.912, -0.439], [-0.263, -0.220, 0.005], [1.397, 1.321, 0.193], [1.433, -1.022, -0.029], [0.057, -0.453, -0.032], [-0.180, 1.251, -0.323], [0.205, 0.223, 0.091], [-0.720, -1.060, -0.127], [-0.669, -0.407, -0.223], [-0.195, 0.765, 0.028], [0.473, -0.095, 0.032], [-0.590, -0.371, -0.250]]
}

---

{
  "formula": "C5H6ClIN2",
  "method": "ωB97M-V/def2-TZVPD",
  "homo_energy_ev": -8.800,
  "homo_lumo_gap_ev": 8.1,
  "largest_force_ev_per_a": 5.0,
  "de_lowest_kcal_mol": 53.89,
  "species": ["C", "C", "C", "C", "C", "N", "N", "Cl", "I", "H", "H", "H", "H", "H", "H"],
  "coordinates": [[0.681, -2.087, 0.026], [0.707, -2.252, 1.498], [-0.574, -1.635, -0.232], [-0.164, 2.069, -0.333], [-2.420, -1.053, 1.389], [-0.445, -1.982, 1.933], [-1.261, -1.586, 0.986], [-0.793, 1.709, 1.303], [-3.648, -0.493, -0.236], [1.472, -2.248, -0.641], [1.640, -2.625, 2.045], [-0.954, -1.308, -1.238], [0.867, 2.122, -0.365], [-0.585, 1.342, -1.008], [-0.350, 3.092, -0.735]],
  "atomic_forces_ev_per_a": [[-1.484, 0.576, 1.638], [2.423, -0.971, -2.501], [0.957, 0.002, -2.291], [-1.655, 1.260, -0.521], [-0.399, -0.180, 0.061], [0.183, -0.438, 4.986], [-0.657, 0.805, -2.296], [0.327, 0.505, -0.450], [0.094, 0.027, -0.041], [0.816, -0.106, -0.869], [-2.004, 0.691, -0.324], [0.026, -0.477, 1.618], [2.275, -0.911, 0.415], [0.065, -0.197, -0.195], [-0.967, -0.585, 0.772]]
}

---

{
  "formula": "C6H12N2S",
  "method": "ωB97M-V/def2-TZVPD",
  "charge": 1,
  "homo_energy_ev": [-11.774, -11.741],
  "homo_lumo_gap_ev": [7.3, 3.8],
  "largest_force_ev_per_a": 3.0,
  "de_lowest_kcal_mol": 18.00,
  "spin_multiplicity": 2,
  "species": ["C", "C", "S", "H", "H", "H", "H", "H", "H", "C", "C", "C", "C", "N", "N", "H", "H", "H", "H", "H", "H"],
  "coordinates": [[-0.340, -1.522, -1.737], [-1.050, -1.970, -2.992], [1.167, -0.413, -2.054], [-0.912, -0.827, -1.139], [0.064, -2.399, -1.237], [-2.007, -2.432, -2.753], [1.766, -0.933, -3.125], [-0.514, -2.721, -3.601], [-1.273, -1.082, -3.597], [2.059, 0.992, 1.324], [-1.326, 0.383, 2.287], [0.647, 1.041, 1.706], [-0.184, 2.189, 1.827], [-0.100, -0.056, 1.896], [-1.331, 1.734, 2.458], [-2.046, -0.275, 2.719], [-2.212, 2.240, 2.450], [0.162, 3.202, 1.770], [2.443, 0.033, 1.675], [2.719, 1.676, 1.863], [2.268, 1.139, 0.260]],
  "atomic_forces_ev_per_a": [[1.896, -0.156, -1.090], [-0.389, 0.431, -0.612], [-0.699, 0.050, 0.433], [-0.346, -0.350, 0.368], [-0.343, 0.261, 0.621], [-0.095, -0.026, 0.199], [-0.189, -0.389, -0.125], [0.086, 0.559, 0.403], [0.051, -0.353, -0.141], [1.028, -0.510, 0.915], [2.873, -0.540, 0.803], [-0.362, -0.997, -1.380], [-0.525, 0.055, 2.254], [-0.833, 0.285, 0.408], [-0.122, 1.001, -2.416], [-0.760, -0.222, -0.257], [0.171, 0.270, 0.417], [-0.474, 0.483, -0.159], [-0.119, -0.269, -0.608], [-0.481, 0.598, 0.007], [-0.368, -0.182, -0.040]]
}

---

{
  "formula": "C4H10N2O2",
  "method": "ωB97M-V/def2-TZVPD",
  "homo_energy_ev": -8.830,
  "homo_lumo_gap_ev": 9.5,
  "largest_force_ev_per_a": 2.0,
  "de_lowest_kcal_mol": 47.91,
  "smiles": "CNC(=O)CNCO",
  "species": ["O", "C", "N", "C", "C", "N", "C", "O", "H", "H", "H", "H", "H", "H", "H", "H", "H", "H"],
  "coordinates": [[-0.427, 2.140, -1.708], [-0.412, 1.252, -0.877], [-1.414, 0.335, -0.804], [-1.825, -0.598, 0.225], [0.478, 1.374, 0.344], [1.064, 0.116, 0.767], [1.758, -0.781, -0.140], [1.534, -2.118, 0.207], [-2.108, 0.507, -1.510], [-1.574, -1.598, -0.019], [-1.371, -0.338, 1.173], [-2.914, -0.591, 0.266], [-0.145, 1.710, 1.173], [1.262, 2.122, 0.196], [1.258, -0.034, 1.735], [1.398, -0.533, -1.142], [2.830, -0.617, -0.012], [0.608, -2.349, 0.124]],
  "atomic_forces_ev_per_a": [[0.340, -0.355, -0.581], [-0.940, 1.158, 1.359], [-0.157, -0.180, -0.716], [-0.121, 0.917, 0.121], [1.343, -1.011, 0.502], [-0.727, -0.744, -0.513], [-0.401, 1.104, 0.962], [0.509, -0.461, -0.001], [0.008, -0.012, -0.305], [0.538, -1.127, -0.236], [-0.214, -0.058, 0.139], [-0.020, 0.240, 0.298], [-0.198, 0.215, -0.054], [-0.348, 0.298, -0.430], [0.179, 0.218, 0.257], [0.329, -0.075, -0.164], [0.140, -0.347, -0.569], [-0.260, 0.218, -0.070]]
}

---

{
  "formula": "CH3BrP2",
  "method": "ωB97M-V/def2-TZVPD",
  "homo_energy_ev": -9.268,
  "homo_lumo_gap_ev": 8.7,
  "largest_force_ev_per_a": 4.5,
  "de_lowest_kcal_mol": 0.78,
  "smiles": "C=P#[PH]Br",
  "species": ["C", "P", "P", "Br", "H", "H", "H"],
  "coordinates": [[-1.618, 0.318, -0.177], [1.340, -0.749, -0.312], [-0.030, 1.026, -0.229], [3.403, 0.089, 0.224], [-2.301, 1.043, -0.389], [-1.992, -0.740, -0.093], [1.198, -0.986, 0.976]],
  "atomic_forces_ev_per_a": [[4.091, -1.868, 0.107], [0.594, 0.595, -1.733], [-1.980, -1.023, -0.115], [-0.525, 0.119, -0.401], [-2.204, 1.833, -0.143], [0.695, 1.200, -0.110], [-0.671, -0.855, 2.395]]
}

---

{
  "formula": "C37H54AuN3P",
  "method": "ωB97M-V/def2-TZVPD",
  "charge": -1,
  "homo_energy_ev": [-3.666, -3.564],
  "homo_lumo_gap_ev": [6.3, 5.4],
  "largest_force_ev_per_a": 6.8,
  "de_lowest_kcal_mol": 51.17,
  "spin_multiplicity": 3,
  "species": ["Au", "N", "N", "C", "C", "C", "C", "H", "H", "H", "C", "C", "H", "H", "H", "C", "C", "H", "H", "H", "C", "H", "H", "H", "C", "H", "H", "H", "C", "H", "C", "H", "C", "H", "C", "H", "C", "C", "H", "C", "C", "H", "C", "H", "N", "C", "C", "C", "H", "C", "C", "H", "H", "H", "C", "H", "C", "C", "H", "H", "H", "C", "H", "H", "H", "C", "C", "C", "P", "C", "C", "C", "C", "C", "C", "H", "H", "H", "H", "H", "H", "H", "H", "H", "H", "H", "H", "H", "H", "H", "H", "H", "H", "H", "H", "H"],
  "coordinates": [[0.891, -0.248, -0.981], [1.751, -2.395, 3.047], [0.338, -3.206, -2.707], [2.202, 1.991, -0.558], [3.435, 1.411, -0.045], [3.202, 0.975, 1.271], [4.038, 0.046, 2.064], [4.907, -0.294, 1.489], [3.433, -0.849, 2.374], [4.416, 0.528, 2.971], [1.921, 1.447, 1.695], [1.299, 1.080, 2.982], [1.879, 1.530, 3.803], [1.245, -0.007, 3.158], [0.283, 1.491, 3.037], [1.317, 2.122, 0.612], [0.185, 3.063, 0.755], [-0.637, 2.667, 1.374], [-0.235, 3.412, -0.199], [0.575, 3.952, 1.283], [4.682, 1.205, -0.819], [5.377, 2.044, -0.655], [4.485, 1.158, -1.900], [5.212, 0.291, -0.521], [2.227, 2.983, -1.691], [1.224, 3.373, -1.917], [2.579, 2.497, -2.611], [2.879, 3.876, -1.541], [1.273, -3.288, 3.899], [1.640, -3.236, 4.936], [0.206, -4.131, 3.536], [-0.297, -4.699, 4.318], [-0.214, -4.197, 2.195], [-1.047, -4.849, 1.914], [0.450, -3.401, 1.264], [0.395, -3.555, 0.173], [1.203, -2.314, 1.811], [1.929, -1.210, 1.209], [2.087, -1.708, 0.148], [0.567, -1.857, -2.457], [1.358, -3.545, -3.603], [1.929, -4.483, -3.730], [1.330, -2.437, -4.421], [1.638, -2.307, -5.438], [0.942, -1.348, -3.672], [0.870, -0.011, -4.127], [1.930, 0.391, -4.932], [1.852, 1.614, -5.617], [2.686, 1.933, -6.257], [0.740, 2.448, -5.517], [0.569, 3.648, -6.411], [0.032, 4.441, -5.885], [-0.027, 3.390, -7.297], [1.535, 4.024, -6.758], [-0.285, 2.072, -4.632], [-1.149, 2.757, -4.536], [-0.234, 0.835, -3.939], [-1.323, 0.513, -2.980], [-1.733, -0.489, -3.140], [-2.142, 1.247, -2.996], [-0.911, 0.529, -1.942], [3.203, -0.380, -4.930], [3.148, -1.403, -5.313], [3.604, -0.429, -3.906], [3.963, 0.092, -5.564], [-2.856, -2.371, 4.451], [-3.180, -1.895, 3.026], [-4.695, -1.823, 2.811], [-2.177, -0.430, 2.447], [-2.387, -0.067, 0.621], [-2.708, -1.388, -0.078], [-3.298, 1.074, 0.151], [-2.536, 1.061, 3.434], [-4.001, 1.465, 3.503], [-1.910, 0.906, 4.833], [-3.244, -1.701, 5.231], [-1.781, -2.520, 4.601], [-3.338, -3.349, 4.596], [-2.784, -2.676, 2.347], [-5.013, -1.147, 2.010], [-5.033, -2.833, 2.536], [-5.231, -1.562, 3.734], [-1.345, 0.208, 0.334], [-3.684, -1.785, 0.216], [-2.720, -1.268, -1.166], [-1.949, -2.146, 0.147], [-2.959, 2.053, 0.516], [-3.247, 1.126, -0.949], [-4.352, 0.932, 0.434], [-2.005, 1.859, 2.880], [-4.575, 0.829, 4.183], [-4.034, 2.478, 3.925], [-4.510, 1.506, 2.534], [-1.834, 1.910, 5.272], [-2.544, 0.278, 5.478], [-0.899, 0.474, 4.769]],
  "atomic_forces_ev_per_a": [[0.344, -0.008, -0.159], [-1.190, -0.472, 1.722], [3.739, 0.632, 5.645], [0.639, 0.635, 1.805], [-1.468, -0.762, 0.507], [-0.189, 0.641, -1.097], [0.558, -0.403, 0.762], [-0.138, -0.074, 0.115], [0.927, 0.766, 0.020], [0.107, -0.047, 0.127], [0.070, -0.950, -1.192], [-0.240, 0.456, 0.968], [-0.185, -0.132, 0.105], [0.003, 0.526, 0.000], [0.170, -0.168, 0.098], [0.639, -1.376, -0.932], [-0.457, 0.569, 0.140], [0.204, 0.069, -0.236], [0.092, -0.216, 0.189], [-0.318, -0.029, -0.135], [0.443, 0.066, -0.365], [0.002, -0.148, -0.126], [0.075, -0.052, 0.198], [-0.108, 0.148, -0.139], [-0.257, 0.037, -0.688], [0.153, -0.149, 0.014], [-0.061, 0.149, 0.046], [-0.245, -0.582, 0.264], [-1.050, -0.163, -0.146], [0.016, -0.297, -0.547], [-0.041, 0.152, 0.378], [0.078, -0.057, -0.230], [0.703, 0.212, 0.360], [0.529, -0.036, -0.077], [-0.361, 0.856, -0.142], [-0.452, 0.422, 0.537], [2.493, 0.249, 1.008], [-2.196, -3.190, -4.548], [0.874, 1.925, 1.098], [-2.947, -0.646, -0.460], [-2.752, 1.293, -2.612], [-1.282, 0.317, -0.068], [2.329, -0.669, -1.145], [0.180, -0.082, -0.082], [-0.205, -0.211, 0.079], [0.197, -0.043, -0.738], [0.094, 1.174, -0.296], [0.056, -0.048, -0.086], [-0.270, -0.233, 0.266], [-0.477, -0.603, 0.250], [0.032, 0.005, 0.071], [0.117, 0.056, -0.067], [0.134, 0.002, 0.152], [-0.124, 0.047, 0.059], [0.524, -0.448, -0.152], [0.444, -0.649, 0.161], [-0.163, 1.095, -0.356], [-0.664, 0.115, 0.708], [0.099, 0.060, 0.089], [0.236, -0.121, -0.345], [-0.516, -0.017, -0.737], [1.327, -0.211, -0.466], [0.029, 0.491, 0.314], [-0.114, -0.111, -0.228], [-0.158, 0.295, 0.221], [0.067, -0.073, -0.118], [-0.383, 0.409, -0.631], [-0.415, -0.611, 0.042], [2.280, -0.894, 0.253], [-0.195, 0.082, 0.113], [0.063, -0.176, -0.215], [-0.064, 0.004, -0.184], [-0.469, -0.144, -0.395], [-0.213, 0.759, 0.446], [-0.027, 0.404, -0.185], [0.085, -0.100, -0.269], [-0.176, 0.184, -0.053], [0.035, 0.148, 0.028], [-0.108, 0.353, 0.251], [0.155, -0.063, 0.185], [-0.221, 0.159, 0.045], [0.140, 0.148, -0.195], [-0.545, -0.147, 0.221], [0.024, 0.077, 0.003], [0.073, 0.060, 0.121], [-0.073, 0.096, -0.024], [-0.121, -0.238, 0.085], [-0.086, -0.028, 0.289], [0.268, -0.006, -0.081], [-0.030, -0.319, 0.258], [0.067, -0.107, -0.134], [-0.271, 0.011, 0.027], [0.229, -0.131, 0.189], [-0.003, -0.261, 0.182], [0.270, 0.240, -0.192], [-0.386, 0.107, 0.060]]
}

---

Number 1: electronic energy -3796.045714 Eh. Number 2: electronic energy -1061.374141 Eh. Number 3: electronic energy -743.186363 Eh. Number 4: electronic energy -418.384609 Eh. Number 5: electronic energy -3296.571548 Eh. Number 6: electronic energy -2083.259962 Eh.